## P
{"formula": "H4NOPS2", "method": "wB97M-V/def2-TZVPD", "homo_lumo_gap_ev": 7.43, "homo_ha": -0.3328, "symbols": ["S", "P", "H", "H", "N", "S", "H", "H", "O"], "coordinates": [[-2.42631, -0.48641, 0.60994], [0.47969, -0.64977, 0.00478], [-2.55453, 0.68442, -0.01694], [-0.34607, -0.20782, -1.99168], [1.07466, 0.81230, 0.55397], [1.42189, -2.19178, 0.68084], [0.66477, 1.66470, 0.18883], [1.19991, 0.84803, 1.56014], [0.48600, -0.47368, -1.58988]]}

=====

## Q
{"formula": "H4NOPS2", "method": "wB97M-V/def2-TZVPD", "homo_lumo_gap_ev": 8.68, "homo_ha": -0.3175, "symbols": ["H", "S", "H", "P", "O", "H", "N", "H", "S"], "coordinates": [[-1.06935, -1.88517, 0.82899], [-1.19274, -1.72524, -0.46797], [1.03818, 1.16078, -1.93758], [0.23839, -0.21574, -0.28092], [-0.00784, 0.52741, -1.70043], [0.01554, 1.75353, 0.99171], [-0.33235, 0.84447, 0.87432], [-0.78820, 0.37448, 1.67480], [2.09837, -0.83452, 0.01708]]}

=====

Verdict on stability: Q comes out on top.

=====

## P
{"formula": "H8O3S2", "method": "wB97M-V/def2-TZVPD", "homo_lumo_gap_ev": 9.36, "homo_ha": -0.3380, "smiles": "SS.O.O.O", "symbols": ["H", "H", "H", "H", "S", "H", "O", "S", "H", "H", "H", "O", "O"], "coordinates": [[0.87758, -0.03799, -3.64972], [-1.74022, 1.35197, -1.88732], [-2.01627, -1.28966, -0.31199], [-1.38870, -2.36204, 0.63523], [0.14372, 1.11192, 1.40162], [1.17808, -0.02933, -0.53408], [-1.48488, 0.56440, -1.40198], [1.43018, -0.43949, 0.70853], [-1.00351, 0.83157, -0.62238], [-0.05766, -0.02517, -2.44683], [-0.76071, 0.39501, 2.04070], [0.87130, -0.03008, -2.69326], [-1.96520, -1.56758, 0.61092]]}

=====

## Q
{"formula": "H8O3S2", "method": "wB97M-V/def2-TZVPD", "homo_lumo_gap_ev": 3.62, "homo_ha": -0.3516, "symbols": ["O", "H", "H", "H", "S", "H", "H", "O", "H", "S", "H", "O", "H"], "coordinates": [[2.83228, 0.23697, -1.36886], [-0.39989, -1.71538, -2.72266], [2.82911, 0.01490, -0.45397], [-3.33067, -0.35717, -0.28133], [-0.33071, -0.71946, -1.83982], [1.96109, -0.08987, -1.61147], [-1.85350, -0.75525, -0.22628], [-1.11147, 1.14258, 1.07896], [-1.07217, 2.09444, 1.14721], [1.70939, 0.28554, 1.71760], [1.72527, -0.01363, 3.01939], [-2.72089, -0.93795, 0.16467], [-0.23784, 0.81427, 1.37657]]}

=====

Verdict on stability: P comes out on top.

=====

## P
{"formula": "CH2IOP", "method": "wB97M-V/def2-TZVPD", "homo_lumo_gap_ev": [7.70, 7.70], "homo_ha": [-0.3556, -0.3557], "symbols": ["H", "I", "C", "H", "P", "O"], "coordinates": [[-0.79447, 0.49261, -0.83275], [1.78197, 1.09276, -0.07564], [-0.29509, 0.44588, 0.21747], [-0.71335, 1.24493, 0.78188], [0.07723, -1.21395, 0.81971], [-0.05629, -2.06222, -0.91066]]}

=====

## Q
{"formula": "CH2IOP", "method": "wB97M-V/def2-TZVPD", "homo_lumo_gap_ev": [5.84, 8.19], "homo_ha": [-0.2673, -0.3297], "symbols": ["H", "O", "C", "H", "P", "I"], "coordinates": [[1.85998, -1.27427, 0.95041], [-2.67809, 1.55367, 0.21623], [1.63188, -0.69950, 0.17936], [1.93587, 0.35608, 0.40498], [-2.49783, 0.79322, -1.02581], [-0.25181, -0.72920, -0.72517]]}

=====

Verdict on stability: P comes out on top.